(1)
C5H14N2 | ωB97M-V/def2-TZVPD

Each line ends with the Löwdin charge.
Atoms and positions in Å:
C: -2.667 -0.723 -0.730  -0.091
C: -1.350 -0.699 0.040  -0.423
C: -0.520 -1.961 -0.134  -0.076
C: -0.637 0.642 -0.211  -0.204
N: 0.525 0.979 0.624  -0.064
C: 1.793 0.405 0.394  -0.350
N: 2.821 1.471 0.204  -0.013
H: -3.158 0.243 -0.574  0.069
H: -2.496 -0.768 -1.808  0.080
H: -3.412 -1.465 -0.463  0.074
H: -1.638 -0.638 1.101  0.131
H: -0.384 -2.349 -1.146  0.081
H: -0.931 -2.781 0.462  0.078
H: 0.487 -1.819 0.246  0.048
H: -0.257 0.679 -1.238  0.124
H: -1.388 1.416 -0.064  0.111
H: 0.205 1.341 1.499  0.110
H: 1.689 -0.167 -0.541  0.101
H: 2.251 -0.339 1.061  0.107
H: 2.307 2.216 -0.279  0.058
H: 3.515 1.159 -0.463  0.047

The net charge is 0. The structure (SMILES) is CC(C)CNCN. The calculated total energy is -8391.652 eV. The HOMO-LUMO gap is 9.7 eV.

(2)
C7H7NOS | ωB97M-V/def2-TZVPD

Each line ends with the Löwdin charge.
Atoms and positions in Å:
N: -0.086 2.833 0.011  -0.012
C: 0.706 1.641 0.293  -0.334
C: 1.627 1.288 -0.901  -0.056
C: 1.202 -0.137 -1.354  -0.342
O: 1.752 -0.760 -2.189  0.111
C: 0.038 -0.716 -0.444  -0.226
C: -0.436 -1.886 -0.025  -0.273
S: -1.706 -1.633 1.323  0.932
C: -1.176 0.038 1.404  -0.394
C: -0.230 0.352 0.474  -0.265
H: -0.711 2.610 -0.906  0.155
H: 0.430 3.721 0.131  0.078
H: 1.157 1.743 1.308  0.148
H: 1.310 1.748 -1.800  0.097
H: 2.794 1.197 -0.829  0.164
H: -0.157 -2.798 -0.657  0.112
H: -1.320 0.673 2.341  0.105

The net charge is 0. The structure (SMILES) is N[C@@H]1CC(=O)c2cscc21. The calculated total energy is -21742.978 eV. The HOMO-LUMO gap is 9.1 eV.

(3)
C4H7NO | ωB97M-V/def2-TZVPD

Each line ends with the Löwdin charge.
Atoms and positions in Å:
C: -1.400 -0.018 0.517  -0.051
C: -0.246 -0.821 -0.038  -0.284
C: 0.577 -0.417 -1.204  -0.096
N: 1.150 -0.366 0.126  -0.022
C: 1.473 0.917 0.593  -0.318
O: 1.536 1.906 -0.101  0.044
H: -1.542 -0.275 1.574  0.080
H: -2.330 -0.262 -0.011  0.082
H: -1.229 1.060 0.435  0.080
H: -0.369 -1.897 0.088  0.131
H: 1.003 -1.194 -1.836  0.111
H: 0.409 0.546 -1.676  0.111
H: 1.750 0.948 1.659  0.131

The net charge is 0. The structure (SMILES) is C[C@H]1CN1C=O. The calculated total energy is -7797.834 eV. The HOMO-LUMO gap is 10.8 eV.